Molecular formula: C9H11N2O3
Method: DFT, ωB97M-V with the def2-TZVPD basis set

```
25
Properties=species:S:1:pos:R:3:forces:R:3
C 4.40119 -0.89622 0.60108 -1.399 0.567 0.654
C 3.93127 0.34019 1.09061 2.530 0.862 0.485
C 3.42574 -1.59810 -0.09634 1.311 -1.522 0.095
C 2.73465 0.90485 0.68103 0.210 0.694 1.096
C 2.16230 -1.13311 -0.33527 -0.358 -0.015 -2.473
C 1.84833 0.19053 -0.11356 0.888 0.315 1.271
C 0.68923 0.96374 -0.50840 -1.285 -1.953 0.121
C -1.73118 0.80227 -0.62821 -4.470 -0.397 -0.364
C -4.48187 -0.86928 0.15576 -2.307 -1.859 3.270
N -0.56424 0.24182 -0.52729 1.792 -0.987 0.723
N -2.04777 2.06818 -0.88159 0.375 -0.629 -0.418
O 0.68690 2.13133 -0.71971 -0.061 1.350 -0.317
O -5.30257 -0.13345 -0.41756 -1.505 1.715 -0.172
O -4.73624 -1.52423 1.28829 0.659 1.257 -2.049
H 5.38607 -1.32263 0.84383 -0.587 0.428 -0.258
H 4.65798 0.97140 1.69895 -1.227 -0.875 -0.693
H 3.64564 -2.57175 -0.53676 0.149 0.157 0.305
H 2.43793 1.89348 1.08789 0.377 -0.677 -0.616
H 1.66185 -1.72214 -1.10796 -0.607 0.118 0.545
H -3.62630 -1.02144 -0.37078 2.795 -0.412 -1.424
H -0.65368 -0.77454 -0.25535 0.999 1.866 -0.501
H -2.97546 2.23317 -1.26378 0.336 -0.131 0.631
H -1.38293 2.77318 -1.10730 0.770 0.575 -0.131
H -6.14943 0.23182 -0.02840 1.007 -0.952 0.125
H -4.01740 -2.17908 1.45085 -0.394 0.505 0.095
```
Positions in Å, forces in eV/Å.

Output
- gap between HOMO and LUMO (spin up / spin down) (eV) = 6.60 / 6.60
- total charge = +1
- relative energy (zero: lowest compared OMol25 entry of this formula, charge and spin) (kJ/mol) = 269.0
- LUMO energy (spin up / spin down) (eV) = -4.6973 / -4.6977